No. 1
C4H8O3 | wB97M-V/def2-TZVPD

```
15
Properties=species:S:1:pos:R:3:lowdin_charge:R:1
C -2.28381 0.42927 -1.16106 -0.11
C -0.79069 0.22497 -0.80163 -0.19
C -0.30172 1.20006 0.24490 -0.21
O 0.59405 1.08670 1.05797 0.03
H -2.94929 0.10870 -0.36375 0.07
H -2.54765 -0.12130 -2.07524 0.08
H -2.49532 1.48582 -1.39164 0.07
H -0.37018 0.54300 -1.75300 0.12
H -0.46750 -0.80158 -0.57920 0.10
H -0.85720 2.15443 0.22652 0.12
O 1.49218 -1.79958 0.31876 0.04
C 2.42292 -1.63420 1.07229 -0.39
O 2.66941 -0.53972 1.77781 0.07
H 3.19345 -2.39557 1.26112 0.14
H 1.94708 0.09934 1.57319 0.07
```

Properties
SMILES: CCC=O.O=CO
Energy relative to the best compared isomer or geometry (same formula, charge and spin): 1.019 eV
HOMO energy: -10.16 eV
Frontier orbital gap: 10.901 eV
Calculated total energy: -382.92737 a.u.

No. 2
C4H8O3 | wB97M-V/def2-TZVPD

```
15
Properties=species:S:1:pos:R:3:lowdin_charge:R:1
O 0.64936 -1.73582 -0.26386 0.09
C 0.40903 -0.82995 0.51485 -0.37
C 1.61738 -0.13209 1.12851 -0.20
O 2.55290 -0.06285 0.08628 -0.06
C -0.98549 -0.31529 0.68644 -0.10
C -1.15753 0.88821 -0.24782 -0.26
O -2.48818 1.33451 -0.10811 -0.06
H 1.39496 0.86844 1.51410 0.12
H 1.98526 -0.72986 1.98093 0.13
H 2.34107 -0.87560 -0.42127 0.08
H -1.67167 -1.10909 0.38111 0.13
H -1.19441 -0.01305 1.71772 0.13
H -0.43578 1.68149 0.01374 0.13
H -0.93928 0.56832 -1.28021 0.13
H -2.63386 2.05454 -0.73397 0.09
```

Properties
SMILES: O=C(CO)CCO
Energy relative to the best compared isomer or geometry (same formula, charge and spin): 1.606 eV
HOMO energy: -10.11 eV
Frontier orbital gap: 10.845 eV
Calculated total energy: -382.90579 a.u.

No. 3
C4H8O3 | wB97M-V/def2-TZVPD

```
15
Properties=species:S:1:pos:R:3:lowdin_charge:R:1
O 1.08025 -1.94853 -0.34576 -0.07
C 1.13238 -0.77526 -1.14874 -0.27
C 0.99830 0.41383 -0.24042 -0.04
C -0.12444 0.74010 0.40459 -0.30
O -0.19595 1.73556 1.33986 0.04
C -1.50657 0.14575 0.22350 -0.19
O -2.22225 0.14163 1.43558 -0.05
H 1.28209 -2.70836 -0.90537 0.09
H 0.34406 -0.79661 -1.91963 0.12
H 2.09496 -0.70528 -1.67712 0.11
H 1.91196 0.95788 -0.00562 0.11
H 0.68909 1.97417 1.63909 0.12
H -2.04199 0.73238 -0.54317 0.13
H -1.43246 -0.88891 -0.12247 0.12
H -2.00943 0.98164 1.86567 0.08
```

Properties
SMILES: OC/C=C(/O)CO
Energy relative to the best compared isomer or geometry (same formula, charge and spin): 2.088 eV
HOMO energy: -9.07 eV
Frontier orbital gap: 9.824 eV
Calculated total energy: -382.88810 a.u.

No. 4
C4H8O3 | wB97M-V/def2-TZVPD

```
15
Properties=species:S:1:pos:R:3:lowdin_charge:R:1
C -2.72979 -0.13948 -0.21774 -0.06
O -1.66206 0.17008 0.66671 -0.05
C -0.40636 -0.01262 0.22989 -0.42
O -0.29788 -0.78371 -0.87644 0.09
C 0.65313 0.53340 0.84265 -0.03
C 1.97809 0.51074 0.15745 -0.26
O 2.49952 -0.82613 0.07818 -0.08
H -2.78328 -1.21106 -0.42328 0.09
H -3.63336 0.18500 0.29974 0.09
H -2.64088 0.40550 -1.16391 0.10
H 0.59862 -1.16471 -0.85567 0.11
H 0.51828 1.03293 1.79216 0.11
H 1.86340 0.89031 -0.87170 0.12
H 2.67390 1.17569 0.68395 0.11
H 3.36865 -0.76593 -0.34198 0.09
```

Properties
SMILES: CO/C(O)=C/CO
Energy relative to the best compared isomer or geometry (same formula, charge and spin): 2.094 eV
HOMO energy: -8.25 eV
Frontier orbital gap: 9.011 eV
Calculated total energy: -382.88788 a.u.

No. 5
C4H8O3P | wB97M-V/def2-TZVPD

```
16
Properties=species:S:1:pos:R:3:lowdin_charge:R:1
C -1.84291 1.36126 0.40898 -0.11
C 0.60665 0.78284 -0.62277 -0.13
C -2.86592 0.46759 1.16407 -0.09
C 1.97680 -1.77695 -1.04124 -0.19
O 1.95128 -0.44916 1.37674 -0.39
O 3.21510 0.64911 -0.55277 -0.42
O -0.61558 0.74598 0.03819 -0.17
P 2.06475 -0.19379 -0.06131 0.23
H -2.04381 2.21670 -0.08817 0.03
H 0.73878 1.71779 -1.10489 0.04
H -2.46090 0.18103 2.09485 0.05
H -3.13991 -0.45243 0.70355 0.05
H -3.70133 1.15992 1.22778 0.06
H 1.24794 -2.59814 -0.67889 0.07
H 1.95467 -1.63142 -2.05314 -0.02
H 2.91442 -2.18035 -0.81098 -0.01
```

Properties
Energy relative to the best compared isomer or geometry (same formula, charge and spin): 4.060 eV
HOMO energy (alpha / beta): -4.03 / -3.58 eV
Net charge: -1
Frontier orbital gap (alpha / beta): 7.716 / 7.222 eV
Calculated total energy: -724.24441 a.u.

No. 6
C4H8O3P | wB97M-V/def2-TZVPD

```
16
Properties=species:S:1:pos:R:3:lowdin_charge:R:1
C 0.96652 0.81944 -0.04414 -0.13
C 0.74452 -0.40762 -0.92109 -0.18
C -0.18895 1.46058 0.77319 -0.20
C -0.05590 -1.50257 -0.30253 -0.14
O -1.34009 1.53462 0.02767 -0.36
O -1.46702 -0.91240 1.48901 0.00
O -1.39101 -1.11336 0.15625 -0.40
P -2.17869 0.46769 -0.65420 1.29
H 1.78851 0.59302 0.67888 0.15
H 1.43806 1.66382 -0.59093 0.13
H 0.25249 -0.26244 -1.92507 0.14
H 1.61795 -0.81038 -1.22515 0.10
H -0.30739 0.56724 1.44819 0.11
H -0.12153 2.33081 1.48810 0.18
H -0.21164 -2.29305 -0.99332 0.12
H 0.45417 -2.13539 0.59512 0.21
```

Properties
Energy relative to the best compared isomer or geometry (same formula, charge and spin): 7.356 eV
HOMO energy (alpha / beta): -15.44 / -13.29 eV
Net charge: +1
Frontier orbital gap (alpha / beta): 9.332 / 6.179 eV
Calculated total energy: -723.76935 a.u.

No. 7
C4H8O3Pt | wB97M-V/def2-TZVPD

```
16
Properties=species:S:1:pos:R:3:lowdin_charge:R:1
C 1.40409 1.63387 1.39022 -0.06
C 1.92295 0.29306 0.92348 -0.23
O 0.98324 -0.69018 1.33671 -0.30
H 2.22064 2.36569 1.44162 0.10
H 0.63376 1.99804 0.69583 0.08
H 0.91657 1.52839 2.36815 0.10
H 2.89901 0.05031 1.37304 0.15
H 2.05602 0.28703 -0.16859 0.13
O -1.20389 -2.11363 -0.99302 -0.34
Pt -0.05655 -2.03388 0.26278 1.42
O -0.28004 -0.39929 0.70964 -0.31
C -1.96668 -1.08841 -1.07363 -0.30
C -2.20583 -0.45605 -2.33773 0.21
H -2.80850 0.44937 -2.39763 0.09
H -2.72149 -0.92289 -0.28699 0.14
H -1.79331 -0.90141 -3.24389 0.10
```

Properties
2S+1: 4
Energy relative to the best compared isomer or geometry (same formula, charge and spin): 3.049 eV
HOMO energy (alpha / beta): -12.20 / -14.43 eV
<S²>: 3.7918
Net charge: +1
Frontier orbital gap (alpha / beta): 7.933 / 7.295 eV
Calculated total energy: -501.54687 a.u.

No. 8
C4H8O3S | wB97M-V/def2-TZVPD

```
16
Properties=species:S:1:pos:R:3:lowdin_charge:R:1
C 1.48948 -0.89539 0.85468 -0.11
C 0.36981 -0.65211 -1.09357 -0.32
C -1.66574 -0.11167 -0.07228 -0.80
C -1.11230 1.39385 0.38604 -0.24
H 1.73020 0.05198 1.69980 0.14
H 0.48901 -1.70614 1.03388 0.18
H 2.69522 -1.46996 0.63645 0.16
H 0.15936 -0.00379 -1.91612 0.13
H 0.73798 -1.58819 -1.69104 0.17
H -0.65787 1.09576 1.42180 0.14
H -2.02328 2.04577 0.38620 0.12
H 0.72876 1.75894 -0.30139 0.16
O 1.29493 -0.06555 -0.27671 -0.25
O -0.80598 -1.13241 -0.47993 -0.17
O -0.26567 1.83203 -0.59177 -0.11
S -3.16390 -0.55310 0.00397 0.80
```

Properties
Energy relative to the best compared isomer or geometry (same formula, charge and spin): 5.096 eV
HOMO energy: -8.71 eV
Frontier orbital gap: 8.907 eV
Calculated total energy: -780.94596 a.u.